Molecular formula: C5H13NO4
Method: DFT, ωB97M-V/def2-TZVPD

The geometry in XYZ format:
```
23
C5H13NO4 ωB97M-V/def2-TZVPD
C 0.82 -2.47 -0.08
C 1.63 -1.24 -0.45
C 1.52 -0.89 -1.94
O 0.23 -1.05 -2.50
O 1.37 -0.13 0.40
C 0.14 0.52 0.30
C -0.20 1.33 1.53
O 0.27 2.43 1.72
O -0.80 0.62 2.49
H 1.18 -3.34 -0.65
H 0.93 -2.69 0.99
H -0.25 -2.35 -0.30
H 2.69 -1.45 -0.27
H 1.90 0.13 -2.09
H 2.19 -1.57 -2.49
H -0.27 -0.24 -2.41
H 0.12 1.23 -0.54
H -0.70 -0.19 0.17
H -0.39 0.82 3.34
N -2.86 2.50 0.74
H -2.78 3.10 -0.08
H -3.13 3.09 1.53
H -3.61 1.84 0.58
```

Its LUMO energy is 0.630 eV. Its SMILES is C[C@@H](CO)OCC(=O)O.N.

=====

Molecular formula: C5H13NOP
Method: DFT, ωB97M-V/def2-TZVPD

The geometry in XYZ format:
```
21
C5H13NOP ωB97M-V/def2-TZVPD
C -1.41 2.39 -1.26
C -1.63 1.03 -0.61
O -2.19 1.25 0.71
C -0.33 0.23 -0.50
N -0.57 -1.20 -0.57
P 0.50 -2.14 0.24
C 2.24 -1.87 -0.40
C 0.73 -1.51 1.99
H -0.77 2.98 -0.61
H -2.37 2.90 -1.33
H -0.97 2.28 -2.25
H -2.39 0.46 -1.14
H -1.58 1.88 1.14
H 0.14 0.57 0.43
H 0.30 0.55 -1.35
H 2.32 -2.20 -1.43
H 2.89 -2.51 0.19
H 2.63 -0.86 -0.31
H 0.50 -0.46 2.15
H 1.78 -1.64 2.25
H 0.17 -2.13 2.67
```

As for the total charge: -1. Its LUMO energy is 3.824 eV. Its SMILES is C[C@H](O)C[N-]P(C)C.

=====

Molecular formula: C5H13NOS
Method: DFT, ωB97M-V/def2-TZVPD

The geometry in XYZ format:
```
21
C5H13NOS ωB97M-V/def2-TZVPD
C -0.16 1.25 -0.90
C -1.10 0.53 -1.80
O -0.77 0.73 -3.17
C 1.18 0.51 -0.74
N 1.17 -0.58 0.24
C 0.97 -0.26 1.67
C 0.38 -1.49 2.45
S -1.22 -1.98 1.54
H 0.14 2.31 -1.00
H -0.77 1.22 0.02
H -2.17 0.78 -1.62
H -1.20 -0.49 -1.36
H -1.47 0.42 -3.76
H 1.99 1.23 -0.44
H 1.49 0.05 -1.72
H 0.31 -1.08 0.03
H 0.17 0.50 1.80
H 1.90 0.04 2.13
H 1.07 -2.33 2.62
H 0.09 -1.03 3.44
H -2.02 -0.32 0.56
```

Its LUMO energy is -1.467 eV.

=====

| no. | orbital gap (eV) | electronic energy (a.u.) |
| --- | --- | --- |
| 1 | 10.45 | -554.00650 |
| 2 | 6.39 | -669.64142 |
| 3 | 7.32 | -726.32934 |